No. 1
Computed, not measured: a 3-piece molecular cluster, C5H17NO2 overall in a non-equilibrium geometry, with ωB97M-V with the def2-TZVPD basis set.

The geometry in XYZ format:
```
25
Properties=species:S:1:pos:R:3:forces:R:3
C 0.78995 -1.03494 -0.65905 0.9 -2.5 -0.1
C -0.37371 -0.30979 -1.27452 0.8 2.5 -0.3
C -1.74277 -0.83485 -0.95841 -0.8 -1.1 -0.1
N -0.36542 1.18897 -0.97308 -0.6 -0.5 0.5
C 0.56997 2.02265 -1.69321 -0.8 0.5 -0.4
C -0.53108 1.62451 0.43385 1.7 -1.7 -1.5
H 0.67514 -1.51640 0.32787 -0.1 1.6 0.2
H 1.74976 -0.58123 -0.91530 0.0 0.4 0.7
H 0.99896 -2.05838 -1.04508 -0.7 0.4 -1.1
H -0.15203 -0.22746 -2.34738 -0.5 -0.6 0.0
H -2.42599 -0.79112 -1.80438 0.0 0.5 -0.1
H -1.79801 -1.89537 -0.67499 0.5 0.2 0.1
H -2.18950 -0.28337 -0.13511 -0.1 0.1 -0.1
H 0.18353 2.34003 -2.67934 0.0 -0.4 0.2
H 0.61749 2.95166 -1.12459 0.5 0.0 -0.1
H 1.56388 1.62064 -1.87389 0.4 -0.2 0.3
H -1.10065 0.83266 0.88507 -0.9 0.5 0.6
H -0.89845 2.63907 0.44578 -0.5 0.0 0.4
H 0.43398 1.56535 0.95786 0.1 0.5 0.2
O 1.84824 -0.44792 2.21997 0.0 1.0 0.5
H 1.43539 -0.18483 1.37441 0.6 -0.9 0.5
H 2.00103 -1.39273 2.28663 0.1 0.0 -0.7
O -0.51963 -1.83277 2.11269 -0.2 -0.4 0.3
H -1.14001 -1.18676 1.77776 -0.4 0.1 -0.1
H 0.13914 -1.29329 2.56472 0.0 0.2 0.2
```
Forces are in eV/Å.

SMILES string: CC(C)N(C)C.O.O
E_LUMO in eV: 0.73
Frontier orbital gap in eV: 9.0


No. 2
Computed, not measured: a single C3H3NO2S molecule in a non-equilibrium geometry, with ωB97M-V with the def2-TZVPD basis set.

The geometry in XYZ format:
```
10
Properties=species:S:1:pos:R:3:forces:R:3
C -2.27416 -0.37906 0.06420 0.7 -1.7 -0.7
N -1.37400 0.47804 -0.19007 -0.2 -1.7 0.6
O -0.11580 -0.27881 -0.14606 -1.8 -0.2 -0.5
C 0.89215 0.52304 -0.10849 -0.4 4.2 0.2
S 0.77673 2.20814 -0.05448 1.0 -2.1 -0.1
C 2.17221 -0.18114 0.00741 2.3 1.6 1.1
O 2.26751 -1.35939 -0.10354 0.3 -0.8 -0.2
H -3.28774 -0.05744 0.09286 -0.6 0.5 0.0
H -2.09537 -1.50909 0.10273 0.0 1.7 0.3
H 3.03849 0.55571 0.33546 -1.3 -1.4 -0.8
```
Forces are in eV/Å.

SMILES string: C=NOC(=S)C=O
E_LUMO in eV: -1.08
Frontier orbital gap in eV: 7.9


No. 3
Computed, not measured: a 2-piece molecular cluster, C5H13N2O2S overall in a non-equilibrium geometry, with ωB97M-V with the def2-TZVPD basis set.

The geometry in XYZ format:
```
23
Properties=species:S:1:pos:R:3:forces:R:3
C -0.94862 0.96039 -0.32014 2.4 -1.2 -0.2
C -0.07783 -2.30809 -0.98653 -0.4 0.4 2.0
C -3.27000 1.72422 0.08870 -1.3 3.8 -0.8
C 3.82291 -0.18844 1.04826 -2.5 3.8 1.2
C 0.03667 -1.33958 0.20776 -0.5 0.9 0.2
N -1.87304 1.85488 -0.37386 -2.5 1.4 0.5
N -1.09926 -0.26913 0.04454 0.2 -0.8 0.0
O 1.20007 -0.75257 0.45240 1.2 0.3 -0.6
O 2.83279 1.65627 -0.47475 -0.3 1.1 -0.2
S 3.28016 0.30345 -0.60544 -0.6 -1.9 1.7
H 0.11791 1.25188 -0.58839 -1.5 -0.4 0.2
H -1.11402 -2.41145 -1.21260 -0.8 0.3 -0.9
H 0.14644 -3.28390 -0.65039 0.8 -1.1 0.5
H 0.57427 -2.05882 -1.78028 0.3 0.5 -1.0
H -3.63144 2.48872 0.90461 1.6 -1.9 -0.6
H -3.99766 2.17077 -0.69065 1.3 -1.5 0.5
H -3.41099 0.70773 0.26281 -1.1 -1.3 0.7
H 4.35075 0.74185 1.54109 -1.0 -1.8 -1.1
H 2.77931 -0.38259 1.57909 1.9 0.4 -0.9
H 4.39567 -1.03854 1.06775 1.4 -2.1 -0.2
H -0.40636 -1.70650 1.15764 0.7 -0.9 -0.3
H -1.74509 2.60365 -0.99624 0.7 1.2 -0.4
H -1.96266 -0.72419 0.32461 -0.2 0.8 -0.2
```
Forces are in eV/Å.

E_LUMO (spin up / spin down) in eV: -5.46 / -5.90
Total charge: +1
Frontier orbital gap (spin up / spin down) in eV: 7.8 / 6.6


No. 4
Computed, not measured: a single C4H7N3S molecule in a non-equilibrium geometry, with ωB97M-V with the def2-TZVPD basis set.

The geometry in XYZ format:
```
15
Properties=species:S:1:pos:R:3:forces:R:3
N -1.94621 -1.71695 0.19758 -3.3 0.7 0.8
N -1.87055 -0.21654 -0.07638 -0.6 -2.6 0.3
C -0.66105 0.04652 -0.25900 1.8 -2.6 -0.7
C -0.20761 1.36241 0.08925 4.0 2.0 1.5
C 1.44105 1.25637 0.02795 -1.8 -1.5 -0.1
C 1.70478 -0.21141 -0.29758 -2.0 -2.2 2.0
S 2.97110 -1.14181 0.12440 0.9 0.4 -0.5
N 0.50356 -0.87133 -0.60872 -1.5 6.5 1.2
H -2.15413 -1.53921 1.28781 0.1 -1.4 -3.2
H -2.89411 -2.12164 -0.30734 2.8 1.6 2.0
H -0.39085 1.64854 1.16905 -0.5 -0.4 -1.4
H -0.54922 2.11550 -0.61014 -0.1 0.3 0.2
H 2.01684 1.55150 0.95211 -0.7 0.1 -1.5
H 1.64795 1.65542 -0.93329 1.1 1.5 -0.4
H 0.38844 -1.81736 -0.75570 -0.1 -2.2 -0.1
```
Forces are in eV/Å.

SMILES string: N/N=C1/CCC(=S)N1
E_LUMO in eV: 0.31
Frontier orbital gap in eV: 8.8


No. 5
Computed, not measured: a 3-piece molecular cluster, C16H20IN5O7P overall in a non-equilibrium geometry, with ωB97M-V with the def2-TZVPD basis set.

The geometry in XYZ format:
```
50
Properties=species:S:1:pos:R:3:forces:R:3
O -0.12258 -0.81147 -2.85012 3.6 1.0 3.4
N 0.61913 -0.74145 -1.85701 -3.6 0.4 -5.1
O 0.65278 -1.98431 -1.31048 -0.2 -1.2 3.1
C 0.00450 -1.81478 0.03238 -1.3 0.3 0.0
C 1.07985 -1.65400 1.26005 0.5 2.4 -1.0
N 1.63685 -2.95502 1.79815 0.6 -0.2 1.1
C 0.67161 -4.11971 1.78488 -0.5 -3.7 0.0
C -0.21782 -4.26471 0.40858 -0.7 -0.6 1.2
N -0.96449 -2.96950 0.17785 2.2 1.7 0.3
P -2.20617 -2.67487 1.42957 -0.6 0.2 1.3
O -2.13531 -1.04185 2.04864 1.6 -1.6 -0.5
I -4.35827 -2.79420 0.15481 1.0 0.6 0.3
H -0.63705 -0.81475 -0.07608 1.5 -2.2 0.8
H 0.67599 -1.04924 2.19105 0.5 -1.2 -2.2
H 1.99311 -1.02071 0.83696 -2.0 -1.3 1.0
H 1.86765 -2.77440 2.82110 -0.1 -0.3 -1.6
H 2.55174 -3.25044 1.36194 -1.3 0.6 0.2
H 1.34367 -5.10467 1.84151 -1.4 2.2 0.0
H 0.00931 -4.14630 2.77299 1.3 0.5 -2.4
H -1.04084 -5.10367 0.61866 1.9 1.8 -0.3
H 0.39264 -4.65329 -0.52177 -1.1 1.3 1.8
H -1.42839 -0.95558 2.77937 -1.7 -0.4 -1.5
C -2.80689 0.00439 -3.46062 -0.2 0.0 0.0
C -3.01087 0.48616 -2.16662 -0.2 0.3 -0.5
C -3.77710 1.63494 -1.96024 0.0 0.0 0.0
C -4.34073 2.29379 -3.06161 0.6 -0.9 -0.2
C -4.13116 1.81672 -4.36236 0.0 0.0 0.1
C -3.36069 0.66852 -4.55646 -0.1 0.1 0.4
N -5.16829 3.48731 -2.84919 -0.9 1.3 0.2
O -5.31447 3.88904 -1.68517 0.3 -0.6 -1.7
O -5.67660 4.02224 -3.84494 0.8 -0.8 1.5
H -2.21339 -0.89493 -3.61609 -0.3 0.2 0.0
H -2.57474 -0.03611 -1.31775 -0.2 0.1 -0.1
H -3.92679 1.99761 -0.94564 -0.1 0.1 -0.3
H -4.55855 2.32102 -5.22651 0.0 0.0 0.4
H -3.19473 0.28853 -5.56210 -0.1 0.1 0.2
C 5.34448 3.01226 0.88770 -0.1 0.0 0.1
C 4.17173 2.60955 0.24692 0.0 -0.1 0.4
C 3.06397 2.21351 0.99886 0.1 0.0 0.0
C 3.14048 2.22905 2.39838 0.7 0.3 -0.5
C 4.31913 2.62553 3.04418 0.0 0.0 0.0
C 5.42137 3.01675 2.28150 -0.3 -0.1 -0.2
N 1.97102 1.83820 3.19466 -0.5 0.0 1.2
O 0.95311 1.47562 2.58629 1.0 0.1 0.7
O 2.06694 1.89709 4.42891 -0.3 -0.2 -2.1
H 6.20375 3.32558 0.29719 -0.2 -0.1 0.1
H 4.12001 2.60733 -0.83976 0.0 0.0 0.2
H 2.15733 1.90246 0.48445 0.1 0.1 0.3
H 4.39393 2.63764 4.12954 -0.2 0.0 -0.3
H 6.33985 3.32912 2.77349 -0.2 -0.1 -0.1
```
Forces are in eV/Å.

E_LUMO in eV: -3.87
Total charge: +1
Frontier orbital gap in eV: 7.8


No. 6
Computed, not measured: a 2-piece molecular cluster, C4H9N2O overall in a non-equilibrium geometry, with ωB97M-V with the def2-TZVPD basis set.

The geometry in XYZ format:
```
16
Properties=species:S:1:pos:R:3:forces:R:3
C -0.62156 -0.76502 -1.95714 -3.0 3.0 -0.2
C -0.32409 -0.80158 -0.52847 1.2 -0.4 -0.3
C 0.90062 -0.70683 0.08254 -1.3 -0.2 -1.1
N 0.56362 -0.42236 1.38061 2.3 0.0 3.3
C -0.74748 -0.24665 1.54157 1.6 -0.4 4.0
N -1.30182 -0.71119 0.44897 -2.7 2.2 -0.9
H -0.58216 0.31266 -2.38638 0.0 -1.5 1.0
H 0.01246 -1.29019 -2.56357 1.5 -1.7 -1.3
H -1.68417 -1.03705 -2.12228 0.7 -0.2 -0.2
H 1.86367 -0.65276 -0.47004 -0.7 -0.2 1.3
H 1.17420 -0.56799 2.27133 -1.1 1.0 -2.5
H -1.07215 0.18746 2.59263 -0.1 -1.5 -2.7
H -2.32846 -0.56265 0.30512 1.4 -0.4 -0.3
H 1.59743 2.82486 1.10575 0.2 -1.4 -0.7
H 1.00877 2.42167 -0.21484 0.7 -0.7 0.5
O 1.54111 2.01761 0.51419 -0.9 2.5 0.1
```
Forces are in eV/Å.

E_LUMO in eV: -3.28
Total charge: +1
Frontier orbital gap in eV: 10.5